# 1
C24H33N4O3 | ωB97M-V/def2-TZVPD

As for the max |F|: 1.6 eV/Å. Its HOMO energy is -11.25 eV. The charge is +1.

Positions of all 64 atoms, in Å:
H: 8.36 3.23 1.90
H: 12.89 1.64 1.32
C: 6.51 -1.32 2.40
H: 2.67 -4.55 5.43
H: 0.70 -1.31 2.62
H: 2.20 -5.01 7.67
C: 4.75 -6.06 7.83
H: 5.77 -6.18 7.44
O: 0.73 1.66 2.34
O: 3.48 -5.94 9.92
H: 6.68 -1.84 0.31
C: 2.86 -0.60 0.09
C: 6.95 -0.42 3.42
H: 8.56 -0.25 -0.13
H: 3.79 -1.17 0.27
H: 6.55 -0.50 4.43
C: 11.88 1.95 1.03
N: 2.04 -0.45 1.28
C: 3.06 -4.60 9.62
H: 2.38 1.92 3.57
C: 4.62 -4.18 6.30
H: 3.12 0.41 -0.25
H: 11.78 1.96 -0.08
H: 10.86 0.04 0.98
C: 1.37 -1.62 1.81
C: 10.86 0.96 1.58
H: 3.43 0.05 2.73
H: 2.08 -2.37 2.21
C: 7.06 -1.19 1.09
C: 5.51 -2.31 2.61
H: 3.33 -3.67 3.19
H: 11.15 0.70 2.63
C: 8.09 -0.30 0.85
H: 0.78 -2.08 1.01
H: 2.77 -3.32 7.91
H: 4.08 -6.79 7.32
H: 4.78 -7.42 9.51
C: 9.37 2.87 2.12
H: 10.11 3.91 0.39
C: 5.94 -3.71 6.07
H: 2.06 -4.51 10.07
H: 10.43 4.75 1.96
N: 2.60 0.37 2.24
C: 2.99 -4.37 8.11
H: 4.97 -2.67 1.74
C: 4.72 -6.33 9.32
C: 4.02 -3.60 4.04
C: 8.49 0.61 1.86
C: 3.67 -4.12 5.27
H: 6.69 -3.84 6.85
O: 11.72 3.26 1.58
H: 7.21 -2.57 4.77
C: 6.23 -3.03 4.90
C: 5.26 -2.94 3.85
C: 10.39 3.78 1.45
N: 4.31 -4.69 7.57
H: 3.76 -3.86 10.05
H: 2.26 -1.10 -0.69
H: 8.17 1.28 3.90
C: 1.84 1.39 2.76
N: 9.52 1.53 1.55
H: 5.57 -5.80 9.79
H: 9.54 2.87 3.21
C: 7.88 0.57 3.13

# 2
C24H34BrF7NO12S | ωB97M-V/def2-TZVPD

As for the max |F|: 9.2 eV/Å. Its HOMO energy (spin up / spin down) is -9.43 / -9.89 eV. The spin multiplicity is 2.

Positions of all 80 atoms, in Å:
H: -5.06 -2.18 -3.80
C: 3.37 -4.32 0.71
H: 5.52 -3.14 -1.08
H: -3.01 1.14 0.37
H: -2.22 2.24 -0.76
H: 4.29 5.06 2.66
C: 3.31 -2.94 -0.24
C: 2.71 6.05 4.57
O: -4.83 -1.08 -9.18
O: 0.13 4.23 2.76
C: 2.84 -1.02 1.33
C: 4.66 4.75 3.65
H: 5.57 5.31 3.88
O: -0.28 -1.48 -2.78
O: 4.92 3.36 3.61
H: 3.23 1.23 0.73
C: -4.62 -1.43 -8.03
O: -0.89 0.20 -1.04
C: -4.98 -2.22 -5.97
H: 2.91 0.88 2.59
H: 1.47 -3.86 -1.23
O: -1.72 5.10 1.72
F: -5.10 -3.39 -0.11
H: 3.26 6.99 4.58
F: -3.11 -1.76 -2.27
H: -3.38 2.96 1.99
C: 3.63 4.86 4.73
O: 4.37 -0.82 -0.43
F: -2.28 -3.66 -1.12
C: -3.20 -1.62 0.24
C: 3.49 0.50 1.62
C: -2.99 2.18 0.02
C: -4.15 -2.82 0.91
O: -1.37 2.88 1.67
C: 1.87 -2.75 -1.00
C: -5.59 -1.75 -4.66
C: -3.54 -1.84 -6.12
H: 4.64 0.46 1.86
H: -3.29 -0.86 -5.69
H: 2.40 -2.81 2.85
C: -2.61 4.56 0.77
F: -5.03 -2.11 1.91
C: 1.38 -0.74 0.64
H: 1.97 6.07 5.38
H: 1.56 0.14 -0.16
C: -2.32 -2.16 -1.05
H: -3.96 2.42 -0.43
H: -2.19 4.71 -0.23
C: 0.70 -2.03 -0.11
H: 4.09 -5.12 0.20
O: 2.92 3.64 4.60
O: 3.57 1.55 3.96
O: -5.59 -1.56 -7.07
F: -2.43 -0.90 1.27
F: -4.20 -0.62 -0.30
H: 2.14 5.98 3.63
C: 3.79 2.74 4.05
S: -0.64 -1.34 -1.25
F: -3.36 -3.86 1.61
C: 4.41 -3.27 -1.47
H: 0.64 -0.30 1.45
Br: -0.08 -3.24 1.33
H: -3.58 5.05 0.82
N: 3.85 -1.71 0.45
H: -5.56 -0.66 -4.58
H: 3.88 -4.01 1.72
H: 4.23 -2.54 -2.40
C: -2.67 3.12 1.17
H: 4.10 4.88 5.73
C: 2.73 -1.69 2.86
H: 2.09 -2.25 -2.04
H: -2.86 -2.59 -5.70
H: 4.27 -4.36 -1.90
H: -6.64 -2.03 -4.61
H: 1.83 -1.09 3.37
H: 3.67 -1.48 3.52
H: 2.33 -4.84 0.82
H: -5.13 -3.29 -6.09
O: -3.39 -1.76 -7.53
C: -0.89 4.08 2.11

# 3
C24H34CuN2Se2 | ωB97M-V/def2-TZVPD

As for the max |F|: 3.3 eV/Å. Its HOMO energy is -10.21 eV. The charge is +1.

Positions of all 63 atoms, in Å:
C: -2.33 -11.75 -6.53
H: 0.51 -14.63 -11.23
H: -1.94 -15.45 -11.58
H: 1.27 -13.71 -9.95
C: -1.44 -10.07 -13.98
C: -3.76 -10.09 -12.88
C: -2.82 -9.49 -13.78
C: -5.97 -10.11 -11.66
C: -5.04 -9.52 -12.70
H: -5.59 -10.00 -10.63
H: -3.68 -9.42 -6.29
H: -5.02 -15.00 -8.75
C: -3.40 -12.74 -14.07
H: -5.05 -7.85 -8.27
H: -1.32 -10.58 -14.94
H: -1.83 -12.66 -6.82
H: 0.84 -15.44 -8.31
C: -3.24 -8.39 -14.55
H: -6.45 -8.07 -13.50
C: -0.67 -14.41 -9.40
Se: -2.23 -10.47 -8.03
C: -4.02 -8.15 -8.08
H: -0.76 -16.43 -6.58
C: -2.45 -14.83 -12.31
H: -0.07 -12.97 -10.88
C: 0.32 -13.91 -10.43
H: -4.19 -13.51 -14.15
H: -4.54 -13.33 -9.18
C: -2.93 -14.55 -8.46
H: -2.48 -7.89 -15.16
C: -2.06 -14.11 -9.49
H: -4.06 -6.60 -11.60
H: -1.80 -14.75 -13.18
H: -4.85 -7.00 -15.03
C: -4.39 -6.93 -10.62
H: -1.14 -10.73 -13.16
Cu: -2.87 -11.17 -10.20
H: -4.28 -6.09 -9.93
H: -3.47 -7.31 -7.63
C: -3.86 -9.44 -7.37
H: -3.14 -15.90 -6.79
C: -5.41 -8.46 -13.55
N: -3.34 -11.20 -12.11
H: -3.39 -15.32 -12.63
H: -3.71 -11.84 -14.60
H: -4.71 -13.86 -7.49
H: -4.67 -10.16 -7.62
H: -6.08 -11.19 -11.82
C: -4.52 -7.84 -14.42
C: -1.10 -15.75 -7.39
H: -2.52 -13.20 -14.54
H: -5.43 -7.30 -10.76
H: -1.84 -11.29 -5.67
C: -3.12 -12.39 -12.63
H: -0.71 -9.25 -14.01
C: -0.23 -15.22 -8.34
H: -3.38 -11.98 -6.30
N: -2.50 -13.15 -10.45
C: -2.43 -15.42 -7.48
C: -2.69 -13.45 -11.72
Se: -3.19 -8.28 -9.93
H: -6.96 -9.69 -11.76
C: -4.37 -14.16 -8.47